{
  "formula": "C54H68KN7O2SSe",
  "method": "the ωB97M-V functional and the def2-TZVPD basis",
  "symbols": ["H", "H", "H", "H", "H", "H", "C", "C", "H", "N", "N", "C", "C", "H", "C", "H", "C", "H", "C", "H", "H", "C", "H", "C", "C", "C", "C", "C", "H", "N", "C", "K", "Se", "H", "C", "C", "H", "H", "H", "H", "H", "C", "H", "C", "N", "C", "C", "C", "H", "C", "C", "C", "H", "H", "H", "H", "H", "C", "H", "H", "H", "H", "H", "H", "H", "O", "H", "H", "C", "H", "H", "H", "C", "H", "C", "C", "H", "H", "H", "C", "C", "H", "C", "C", "H", "H", "C", "N", "C", "S", "H", "C", "H", "H", "H", "H", "C", "H", "O", "H", "H", "C", "H", "C", "C", "H", "C", "H", "H", "C", "H", "H", "H", "H", "C", "C", "H", "C", "C", "H", "C", "C", "H", "N", "C", "C", "C", "C", "H", "C", "C", "H", "N", "H"],
  "coordinates": [[2.85534, 5.21157, -4.28294], [0.20369, -3.35087, -4.41037], [1.48752, -2.83718, 1.71687], [5.19472, 3.48555, -1.10129], [4.78859, 2.14844, -3.28769], [-6.70952, -0.66889, -1.99656], [2.68889, -0.49647, -5.52623], [-3.08241, -2.00314, 3.82581], [-1.58518, 3.45394, -3.46627], [-3.29659, -1.40332, 2.51660], [-4.05484, -0.22782, -0.05182], [4.96621, 4.38033, -1.68460], [-4.34098, 3.28568, 4.40845], [3.35443, -0.49900, -6.39772], [2.75118, 2.23445, -1.44461], [4.21223, -4.31851, 4.44581], [1.62695, -1.91181, -3.73396], [2.18688, 1.48942, 2.35206], [3.90546, 4.07411, -2.75426], [1.83368, -3.83221, -5.76759], [-6.81074, -2.04590, 0.35151], [-2.43109, -3.07440, -3.61591], [1.32583, 5.05406, -2.56481], [-3.23253, -4.41266, 4.60316], [-4.82844, -1.09320, 0.67714], [-1.25542, -5.11636, -2.77381], [-1.89727, -6.14630, 3.60071], [-1.79228, -3.88882, 2.75542], [-5.19507, -2.21463, 2.47807], [-0.75234, 3.96134, 4.48312], [1.95006, -2.79533, -6.09251], [-1.43686, -0.30202, 0.51995], [1.73355, -0.04096, 0.02134], [0.97518, -2.42826, -6.42326], [-2.21783, 3.83578, -0.80722], [0.53699, 3.72221, 4.00598], [4.50811, 5.76191, -3.95793], [-2.65887, -2.53937, -0.95379], [-5.33437, 2.04003, 2.93712], [-2.47360, 2.82328, -1.11060], [3.69325, 1.69443, -1.40379], [-5.97147, -0.68302, -1.20686], [-1.39872, -3.16871, 2.04571], [-4.39917, 2.42878, 3.31734], [0.79456, 2.60326, 3.35825], [3.90152, -2.47225, -4.59954], [-1.02468, 4.39438, -1.59446], [-4.43009, -1.61154, 1.96379], [1.25150, 5.63237, 4.73428], [2.66579, 3.46990, -2.09535], [-3.11762, 3.76305, 4.83638], [3.08588, 3.27545, 3.14660], [-3.08183, 4.49209, -0.97385], [2.62843, -2.78537, -6.95211], [1.72255, -0.08607, -5.82847], [3.58046, 5.18794, 4.00828], [-3.94511, -1.88119, 4.49500], [-0.78669, 5.82345, -1.07968], [-3.39795, -3.58809, -3.64372], [3.76171, 2.84797, -4.54141], [-3.04149, 4.43013, 5.68836], [-2.37333, 5.02202, -3.18939], [4.34190, -1.87822, -3.79566], [3.87827, -3.59746, 2.18377], [4.08181, 3.04613, 2.79263], [-0.30093, -2.24144, -0.05805], [-0.52522, 5.79934, -0.01828], [2.66178, -5.18528, 4.48126], [2.80476, 4.45249, 3.82920], [5.89547, 4.74503, -2.13956], [4.58393, -2.45837, -5.45813], [-2.00480, 3.79808, 0.26316], [3.16820, -4.27496, 4.13305], [-0.69086, -5.55543, -1.94617], [2.29293, -2.96129, 6.07288], [-2.82610, -5.74496, 4.54946], [4.59261, 5.13941, -0.99215], [-1.95334, -3.18887, -4.59298], [-5.24460, 3.58157, 4.92937], [0.27039, 3.57085, -1.47489], [-1.43721, 4.46306, -3.07433], [0.01711, 6.33298, -1.61525], [4.49750, 3.08448, -3.76887], [-6.02306, -1.39063, 0.00101], [-3.24069, -6.46678, 5.24428], [2.86193, -5.05009, 2.11288], [0.52079, -2.74465, -3.56787], [-2.01254, 2.53350, 3.11378], [-0.24864, -2.82691, -2.40461], [0.44236, -1.46378, 3.91320], [3.25204, -2.93225, 6.59311], [3.59487, 5.37407, -3.49465], [5.38583, 3.50910, -4.25210], [-2.18937, -5.67907, -2.88933], [-0.82970, 4.74284, 5.10932], [-2.61556, -2.01123, -3.44943], [-1.56026, -3.64137, -2.48009], [-4.35396, 0.67687, -1.93587], [-0.63526, 1.66495, -0.32056], [2.73546, -0.34492, -2.72860], [-2.23756, -1.49328, 4.29308], [-1.39092, -5.21309, 2.69865], [-1.90217, -4.01021, -0.35254], [1.24696, -1.17518, -1.47070], [0.33341, 2.28082, -0.84965], [-0.67871, -5.52078, 1.94141], [0.17909, -2.10826, -1.23991], [1.69634, -3.79653, 6.46191], [3.20960, 6.13872, -2.81542], [-1.97260, 3.37419, 4.12913], [-3.96376, -4.10153, 5.34281], [-0.66915, -5.23798, -3.68902], [3.80930, -3.50048, -4.23970], [3.11512, 0.17374, -4.77805], [-2.71288, -3.47103, 3.72382], [1.41854, 4.09107, -2.07438], [-3.35514, -4.11797, -1.37482], [2.51778, -1.91960, -4.97715], [1.64795, 1.66757, -0.84599], [-1.57543, -7.18052, 3.55719], [1.94715, -1.08774, -2.65081], [-4.74742, 0.00992, -1.17738], [-3.18512, 1.37071, 1.89442], [2.51164, -3.08708, 4.65493], [-2.41790, -3.57518, -1.20640], [1.60584, -2.61299, 3.73805], [2.03825, 2.40102, 2.91873], [-3.20222, 2.06506, 2.72505], [1.74964, -2.03641, 6.25200], [3.01060, -4.09904, 2.62243], [1.51611, 4.69786, 4.25192], [-0.66808, 4.94999, -3.68140], [1.82108, -3.27506, 2.57041], [-1.69992, 6.41891, -1.19633]],
  "forces_ev_per_a": [[0.0, 0.0, 0.0], [0.0, 0.0, 0.0], [-0.2, -0.1, -0.1], [0.0, 0.0, 0.0], [0.0, 0.0, 0.0], [0.0, 0.0, 0.0], [0.0, 0.0, 0.0], [0.1, -0.3, -0.2], [0.0, 0.0, 0.0], [0.0, 0.2, 0.1], [-0.3, 0.0, -0.1], [0.0, 0.0, 0.0], [0.0, 0.0, 0.0], [0.0, 0.0, 0.0], [-0.1, 0.0, 0.0], [0.0, 0.0, 0.0], [0.0, -0.1, 0.1], [0.0, -0.1, 0.1], [0.0, 0.0, 0.1], [0.0, 0.0, 0.0], [0.0, 0.0, 0.0], [0.1, 0.0, -0.1], [0.0, 0.0, 0.0], [0.1, -0.1, 0.0], [0.0, 0.1, 0.1], [0.0, -0.1, 0.0], [0.0, 0.1, 0.0], [-0.1, 0.1, 0.0], [0.0, -0.1, 0.0], [0.0, -0.1, 0.1], [0.0, 0.0, -0.1], [-1.0, 0.0, 1.1], [0.5, -0.1, -0.1], [0.0, 0.0, 0.0], [0.0, 0.0, 0.0], [-0.1, 0.1, -0.1], [0.0, 0.0, 0.0], [-0.1, -0.2, 0.0], [0.0, 0.0, 0.0], [0.0, 0.1, 0.0], [0.0, 0.0, 0.0], [0.1, 0.0, 0.1], [0.0, -0.1, 0.0], [0.0, 0.0, 0.1], [0.2, -0.2, 0.0], [0.0, 0.0, 0.1], [0.0, 0.0, 0.0], [-0.1, 0.2, -0.2], [0.0, 0.0, 0.0], [0.0, 0.0, 0.1], [0.0, 0.0, 0.1], [0.0, 0.0, 0.0], [0.0, 0.0, 0.0], [0.0, 0.0, 0.0], [0.0, 0.0, 0.0], [0.0, 0.0, 0.0], [-0.1, -0.1, -0.1], [0.0, 0.0, 0.0], [0.0, 0.0, 0.0], [0.0, 0.0, 0.0], [0.0, 0.0, 0.0], [0.0, 0.0, 0.0], [0.0, 0.0, 0.0], [0.0, 0.1, 0.0], [0.0, 0.0, -0.1], [0.7, -1.2, -0.3], [0.0, 0.0, 0.0], [0.0, 0.0, 0.0], [0.0, 0.0, 0.0], [0.0, 0.0, 0.0], [0.0, 0.0, 0.0], [0.0, 0.0, 0.0], [0.0, 0.0, 0.0], [0.0, 0.0, 0.0], [0.0, 0.0, -0.1], [0.0, 0.1, 0.0], [0.0, 0.0, 0.0], [0.0, 0.0, 0.0], [0.0, 0.0, 0.0], [0.1, 0.1, -0.1], [0.0, 0.0, 0.0], [0.0, 0.0, 0.0], [0.0, 0.0, 0.0], [-0.1, 0.0, 0.0], [0.0, 0.0, 0.0], [0.0, 0.0, 0.0], [-0.1, 0.1, 0.0], [-0.2, -0.1, -0.1], [-0.1, 0.1, -0.1], [0.1, 0.3, 0.5], [0.0, 0.0, 0.0], [0.0, 0.0, 0.0], [0.0, 0.0, 0.0], [0.0, 0.0, 0.0], [0.0, 0.0, 0.0], [0.0, 0.0, 0.0], [0.1, 0.1, 0.1], [0.0, 0.0, 0.0], [0.3, 1.2, -0.7], [0.1, -0.1, 0.0], [-0.1, 0.1, 0.1], [0.0, 0.0, 0.0], [0.0, 0.0, 0.0], [0.0, 0.1, 0.2], [0.3, -0.2, 0.1], [0.0, 0.0, 0.0], [0.4, -0.1, 0.0], [0.0, 0.0, 0.0], [0.0, 0.0, 0.0], [0.1, 0.1, -0.1], [0.0, 0.0, 0.0], [0.0, 0.0, 0.0], [0.0, 0.0, 0.0], [0.0, 0.0, 0.0], [0.1, 0.0, 0.0], [-0.1, 0.0, 0.1], [0.0, 0.0, 0.0], [0.0, 0.0, 0.1], [-0.2, 0.0, 0.0], [0.0, 0.0, 0.0], [-0.2, -0.1, -0.1], [-0.1, -0.1, 0.1], [-0.1, 0.0, -0.1], [0.0, 0.0, 0.1], [0.1, 0.1, 0.0], [0.0, -0.2, -0.6], [-0.2, 0.0, 0.0], [0.3, 0.0, 0.0], [0.0, 0.0, 0.0], [0.0, 0.0, 0.0], [0.0, 0.0, 0.0], [0.0, 0.0, 0.0], [0.0, 0.2, -0.1], [0.0, 0.0, 0.0]],
  "lowdin_charge": [0.0839, 0.0831, 0.1119, 0.0739, 0.0713, 0.0568, -0.0562, -0.2150, 0.0895, 0.0040, -0.0273, -0.0616, -0.1009, 0.0744, -0.1078, 0.1131, -0.1961, 0.0625, -0.5671, 0.0770, 0.0721, -0.0556, 0.0809, -0.0625, -0.3761, -0.0631, -0.1217, -0.0442, 0.1209, 0.1093, -0.0822, 0.6796, 1.0625, 0.0845, -0.0628, -0.3129, 0.0740, 0.0732, 0.1014, 0.0752, 0.0902, -0.1530, 0.0860, -0.0680, 0.1569, -0.0605, -0.5338, -0.1373, 0.0952, -0.2041, -0.0464, -0.0788, 0.0761, 0.0741, 0.0895, 0.0945, 0.1052, -0.0676, 0.0762, 0.0829, 0.0935, 0.0722, 0.0771, 0.1167, 0.0943, -0.3142, 0.0843, 0.1185, -0.1027, 0.0713, 0.0714, 0.0780, -0.1490, 0.0814, -0.0852, -0.1191, 0.0829, 0.0665, 0.0939, -0.0907, -0.0585, 0.0617, -0.0639, -0.1170, 0.0845, 0.1116, -0.0152, 0.1565, -0.0886, 0.7268, 0.0792, -0.0819, 0.0722, 0.0742, 0.1181, 0.0901, -0.5274, 0.0814, -0.2815, 0.0908, 0.0545, -0.0841, 0.0678, -0.3871, -0.4114, 0.0994, -0.4420, 0.0885, 0.0784, -0.3126, 0.0978, 0.0653, 0.0831, 0.0619, -0.2093, -0.0145, 0.0836, -0.5649, -0.4122, 0.0846, -0.0835, -0.2278, 0.0739, -0.1738, -0.0499, -0.8279, -0.1168, -0.1070, 0.0484, -0.1480, -0.0426, 0.0686, 0.0332, 0.0728],
  "homo_ev": -1.6,
  "total_energy_ev": -164137.8232,
  "charge": -2
}